(1)
Computed, not measured: a 2-piece molecular cluster, C2H4N2O4S3 overall at a distorted geometry, with ωB97M-V/def2-TZVPD.

Values from the calculation:
strongest force on any atom	0.0587	Eh/bohr
energy above the lowest of the compared OMol25 structures with the same formula, charge and spin	51.3	kcal/mol
E_HOMO	-9.1	eV
gap between HOMO and LUMO	0.309	hartree

```
! RIJCOSX wB97M-V def2-TZVPD def2/J DEFGRID3
* xyz 0 1
C -2.58 -0.28 -0.04
C 2.21 -0.85 -0.37
N -2.07 0.87 0.15
N 0.42 1.49 0.21
O -0.62 0.94 -0.57
O -2.25 1.89 0.70
O 0.37 1.22 1.36
O 1.28 2.03 -0.46
S -2.00 -1.59 -1.02
S 3.28 -0.60 0.99
S 1.42 -2.22 -0.73
H -3.46 -0.40 0.43
H 2.06 0.12 -1.00
H -0.74 -1.06 -1.25
H 2.70 -1.57 1.60
*
```



(2)
Computed, not measured: one molecule with the formula C6H13NS at a distorted geometry, with ωB97M-V/def2-TZVPD.

Values from the calculation:
strongest force on any atom	0.0531	Eh/bohr
energy above the lowest of the compared OMol25 structures with the same formula, charge and spin	30.6	kcal/mol
SMILES	C/C=C(/CNC)SC
E_HOMO	-8.1	eV
gap between HOMO and LUMO	0.333	hartree

```
! RIJCOSX wB97M-V def2-TZVPD def2/J DEFGRID3
* xyz 0 1
C -1.46 1.62 -2.55
C -0.60 0.59 -1.80
C -0.78 0.02 -0.60
C 0.26 -0.99 -0.12
N 1.32 -0.39 0.70
C 2.22 -1.33 1.32
S -2.08 0.34 0.50
C -1.09 0.46 2.02
H -2.19 1.17 -3.25
H -2.02 2.22 -1.84
H -0.80 2.32 -3.09
H 0.26 0.23 -2.33
H -0.21 -1.72 0.46
H 0.78 -1.47 -1.00
H 1.82 0.28 0.17
H 1.66 -2.17 1.78
H 2.81 -0.84 2.07
H 2.91 -1.72 0.58
H -0.24 1.19 2.00
H -1.89 0.72 2.73
H -0.67 -0.54 2.25
*
```



(3)
Computed, not measured: an isolated ion of composition HI3OP and charge +1 at a distorted geometry, with ωB97M-V/def2-TZVPD.

Values from the calculation:
strongest force on any atom	0.0388	Eh/bohr
energy above the lowest of the compared OMol25 structures with the same formula, charge and spin	9.9	kcal/mol
E_HOMO	-14.4	eV
gap between HOMO and LUMO	0.275	hartree

```
! RIJCOSX wB97M-V def2-TZVPD def2/J DEFGRID3
* xyz 1 1
O 0.62 -1.07 0.38
P -0.18 0.14 -0.26
I -2.28 -1.04 -0.48
I 0.54 0.96 -2.43
I 0.18 1.94 1.56
H 1.11 -0.93 1.22
*
```



(4)
Computed, not measured: a 4-piece molecular cluster, H8O4 overall at a distorted geometry, with ωB97M-V/def2-TZVPD.

Values from the calculation:
strongest force on any atom	0.0424	Eh/bohr
energy above the lowest of the compared OMol25 structures with the same formula, charge and spin	21.9	kcal/mol
SMILES	O.O.O.O
E_HOMO	-10.8	eV
gap between HOMO and LUMO	0.410	hartree

```
! RIJCOSX wB97M-V def2-TZVPD def2/J DEFGRID3
* xyz 0 1
O -2.55 -0.14 1.26
H -2.09 -0.27 0.44
H -2.23 -0.82 1.87
O -0.01 1.89 0.86
H -0.15 2.07 -0.06
H 0.17 0.99 1.03
O -0.27 -1.07 -0.33
H -0.45 -1.97 -0.01
H 0.47 -1.00 -0.97
O 2.30 -0.24 -1.47
H 2.19 0.53 -2.00
H 2.62 0.04 -0.62
*
```



(5)
Computed, not measured: C6H8IrN2O12 as an isolated structure at a distorted geometry, with ωB97M-V/def2-TZVPD.

Values from the calculation:
strongest force on any atom	0.0839	Eh/bohr
<S²>	0.76
energy above the lowest of the compared OMol25 structures with the same formula, charge and spin	35.8	kcal/mol
E_HOMO (alpha / beta)	-8.8 / -9.3	eV
gap between HOMO and LUMO (alpha / beta)	0.288 / 0.277	hartree

```
! RIJCOSX wB97M-V def2-TZVPD def2/J DEFGRID3
* xyz 0 2
Ir 0.14 0.46 -0.77
O 1.95 0.94 3.48
C 1.61 0.63 2.23
O 0.98 1.38 1.52
C 2.16 -0.73 1.84
O 1.46 -1.35 0.80
C 0.34 -2.16 1.20
C -0.93 -1.34 1.35
O -1.81 -1.75 2.06
O -1.03 -0.19 0.67
H 1.61 1.83 3.69
H 2.20 -1.35 2.75
H 3.18 -0.57 1.47
H 0.53 -2.68 2.14
H 0.16 -2.87 0.40
O -3.43 -0.32 -2.78
C -2.36 -0.11 -2.34
O -1.69 0.76 -1.76
C -1.15 -1.67 -2.61
O -1.54 -2.33 -3.51
O -0.29 -1.52 -1.76
O 1.26 0.82 -2.44
N 2.49 0.72 -1.99
O 3.43 0.85 -2.73
O 2.55 0.50 -0.77
N -0.01 2.48 -0.88
H 0.85 2.99 -0.67
H -0.75 2.78 -0.26
H -0.29 2.65 -1.84
*
```



(6)
Computed, not measured: one molecule with the formula C7H5O2P at a distorted geometry, with ωB97M-V/def2-TZVPD.

Values from the calculation:
strongest force on any atom	0.1175	Eh/bohr
energy above the lowest of the compared OMol25 structures with the same formula, charge and spin	33.7	kcal/mol
SMILES	O=C/P=C1/C=CC=CC1=O
E_HOMO (alpha / beta)	-8.7 / -8.6	eV
gap between HOMO and LUMO (alpha / beta)	0.245 / 0.236	hartree

```
! RIJCOSX wB97M-V def2-TZVPD def2/J DEFGRID3
* xyz 0 1
O -3.93 -0.32 -0.74
C -3.10 -0.25 0.11
P -1.98 1.17 0.36
C -0.45 0.45 0.32
C 0.53 1.40 0.30
C 1.87 1.08 -0.07
C 2.16 -0.22 -0.55
C 1.25 -1.14 -0.40
C -0.05 -0.95 0.29
O -0.63 -1.87 0.80
H -3.25 -1.09 0.94
H 0.28 2.48 0.56
H 2.65 1.79 -0.10
H 3.10 -0.51 -0.92
H 1.56 -2.01 -0.90
*
```



(7)
Computed, not measured: C2H3FLi2O2 as an isolated structure at a distorted geometry, with ωB97M-V/def2-TZVPD.

Values from the calculation:
strongest force on any atom	0.0375	Eh/bohr
energy above the lowest of the compared OMol25 structures with the same formula, charge and spin	1.7	kcal/mol
E_HOMO	-7.8	eV
gap between HOMO and LUMO	0.211	hartree

```
! RIJCOSX wB97M-V def2-TZVPD def2/J DEFGRID3
* xyz 0 1
H 0.37 -1.02 0.34
O 2.86 -0.49 0.28
C 2.30 -0.90 1.44
C 0.88 -1.37 1.29
O 0.25 -1.95 2.16
Li 2.60 -0.57 -1.48
H 2.22 -0.10 2.22
H 2.83 -1.73 1.97
F 1.60 -1.44 -2.63
Li -1.42 -2.60 2.54
*
```



(8)
Computed, not measured: C5H11BCl2O2 as an isolated structure at a distorted geometry, with ωB97M-V/def2-TZVPD.

Values from the calculation:
strongest force on any atom	0.1479	Eh/bohr
energy above the lowest of the compared OMol25 structures with the same formula, charge and spin	68.7	kcal/mol
E_HOMO	-10.4	eV
gap between HOMO and LUMO	0.333	hartree

```
! RIJCOSX wB97M-V def2-TZVPD def2/J DEFGRID3
* xyz 0 1
B 1.26 -0.54 -3.29
C -2.07 -0.16 0.42
C -0.73 0.46 0.15
C 0.25 -0.02 1.21
C 1.64 0.55 1.02
C 2.23 0.35 -0.34
O 1.70 -1.65 -3.07
O 1.00 0.63 -3.72
Cl 4.19 0.22 -0.29
Cl 2.01 1.79 -1.18
H -2.00 -1.22 0.53
H -2.80 -0.05 -0.31
H -2.29 0.15 1.38
H -0.43 0.26 -0.88
H -0.84 1.58 0.30
H 0.27 -1.12 1.07
H -0.36 0.24 2.12
H 1.97 1.57 1.20
H 2.33 -0.13 1.59
H 1.65 -0.40 -0.96
H 1.23 1.46 -4.68
*
```



Short version: energy = -1683.31917 -689.30523 -1310.04990 -305.74426 -1350.00685 -761.45284 -343.44132 -1292.78142 hartree, in the order given.